(1)
A molecular structure, C20H43N2P3PtSe, computed with ωB97M-V/def2-TZVPD.

- energy relative to the best compared isomer or geometry (same formula, charge and spin) (eV) = 2.150
- 2S+1 = 5
- total charge = +4
- orbital gap (alpha / beta) (Eh) = 0.260 / 0.125
- <S²> = 6.028

CARTESIAN COORDINATES (ANGSTROEM)
1 Pt 0.0997 -0.1232 0.2703
2 P -1.0962 -0.8011 2.2840
3 P 0.4287 -2.2828 -0.5832
4 P -0.1421 2.1739 0.6442
5 H -0.3537 0.9527 -7.6016
6 C 0.1764 1.8756 -7.3632
7 C 1.3816 1.9065 -6.7735
8 H 2.0224 1.0341 -6.7188
9 C -2.9099 -1.0522 2.1416
10 C -0.7278 -2.4524 2.9743
11 C -1.1215 0.2813 3.7628
12 C 0.9548 -2.4282 -2.3287
13 C 1.7318 -3.0617 0.4101
14 C -1.0347 -3.3878 -0.4798
15 C 0.2839 3.2567 -0.7607
16 C 0.9232 2.6618 2.0358
17 C -1.8521 2.6620 1.1025
18 H -0.3338 2.7512 -7.8072
19 H 1.8068 2.8308 -6.4057
20 H -3.2558 -1.3773 3.1311
21 H -3.1463 -1.8323 1.4124
22 H -3.4239 -0.1267 1.8730
23 H -1.2641 -2.4657 3.9305
24 H 0.3346 -2.6265 3.1526
25 H -1.1278 -3.2442 2.3340
26 H -1.6653 -0.3048 4.5146
27 H -1.6625 1.2182 3.5862
28 H -0.1137 0.4903 4.1299
29 H 1.1193 -3.4863 -2.5812
30 H 1.8919 -1.8815 -2.5000
31 H 0.1826 -2.0251 -2.9956
32 H 1.4289 -4.0798 0.6703
33 H 1.9165 -2.4653 1.3085
34 H 2.6417 -3.0889 -0.1986
35 H -0.7712 -4.3933 -0.8395
36 H -1.8411 -2.9897 -1.1075
37 H -1.4113 -3.4774 0.5434
38 H 0.1862 4.3092 -0.4572
39 H -0.3875 3.0632 -1.6064
40 H 1.3193 3.0730 -1.0763
41 H 0.9942 3.7534 2.0926
42 H 1.9132 2.2227 1.8799
43 H 0.4962 2.2642 2.9636
44 H -1.8898 3.7517 1.2349
45 H -2.1796 2.1855 2.0313
46 H -2.5391 2.3721 0.3000
47 C -1.9060 0.5949 -2.8115
48 C -0.6395 0.7718 -3.4006
49 C -0.6052 1.3225 -4.6650
50 C -1.7802 1.7037 -5.3232
51 C -3.0299 1.5136 -4.7204
52 C -3.0939 0.9623 -3.4513
53 Se -2.1147 -0.2052 -1.0842
54 H -0.5350 0.2605 -1.2652
55 H 0.3195 0.5125 -2.9358
56 H 0.3809 1.4145 -5.1373
57 H -1.7478 2.1519 -6.3198
58 H -3.9175 1.7985 -5.2736
59 H -4.0459 0.8174 -2.9446
60 C 3.5800 0.3428 5.2108
61 N 3.0284 -0.8120 4.5231
62 C 3.2169 -2.1391 5.1171
63 C 2.2986 -0.6401 3.4520
64 N 1.6328 -0.5418 2.4864
65 H 4.1743 -0.0275 6.0542
66 H 2.7864 1.0000 5.6065
67 H 4.2262 0.9470 4.5509
68 H 2.2447 -2.5472 5.4426
69 H 3.6613 -2.8292 4.3778
70 H 3.8822 -2.0077 5.9811

(2)
A molecular structure, C20H43OP3RuSe, computed with ωB97M-V/def2-TZVPD.

- energy relative to the best compared isomer or geometry (same formula, charge and spin) (eV) = 0.000
- 2S+1 = 6
- total charge = +3
- orbital gap (alpha / beta) (Eh) = 0.290 / 0.230
- <S²> = 8.783

CARTESIAN COORDINATES (ANGSTROEM)
1 Ru 0.3000 0.3558 0.4957
2 P 0.6803 1.1250 2.6366
3 P 0.7913 2.3674 -0.5004
4 P 2.2973 -0.5998 0.3534
5 H -1.7320 -1.2832 -0.4760
6 C -0.7385 -1.4900 -0.0592
7 C -0.6079 -1.4390 1.3703
8 H -1.4938 -1.2387 1.9837
9 C -0.8085 1.7030 3.5274
10 C 1.8283 2.5325 2.9430
11 C 1.3218 -0.1006 3.8471
12 C 0.4087 2.1214 -2.2567
13 C -0.2553 3.7787 -0.0359
14 C 2.4786 3.0881 -0.5837
15 C 2.4587 -2.2799 1.0599
16 C 3.7663 0.2301 1.0909
17 C 2.8183 -0.7796 -1.3899
18 H -0.1300 -2.2485 -0.5743
19 H 0.1258 -2.1128 1.8209
20 H -1.5041 0.8672 3.6777
21 H -1.3037 2.5060 2.9660
22 H -0.5240 2.0929 4.5144
23 H 1.4776 3.4450 2.4402
24 H 2.8496 2.2841 2.6258
25 H 1.8485 2.7244 4.0263
26 H 0.6236 -0.9449 3.9106
27 H 1.3738 0.3813 4.8356
28 H 2.3285 -0.4519 3.5844
29 H 0.5439 3.0514 -2.8231
30 H -0.6291 1.7809 -2.3532
31 H 1.0705 1.3537 -2.6798
32 H -0.0517 4.6328 -0.6958
33 H -0.0733 4.0874 0.9998
34 H -1.3080 3.4817 -0.1297
35 H 2.4561 3.9515 -1.2645
36 H 3.1969 2.3585 -0.9750
37 H 2.8067 3.4318 0.4041
38 H 3.4642 -2.6686 0.8443
39 H 1.7238 -2.9635 0.6192
40 H 2.3345 -2.2576 2.1509
41 H 4.6614 -0.3275 0.7781
42 H 3.7341 0.2148 2.1875
43 H 3.8626 1.2602 0.7273
44 H 3.6585 -1.4866 -1.4328
45 H 3.1435 0.1887 -1.7952
46 H 1.9953 -1.1816 -1.9988
47 C -1.0379 -2.6858 -3.9846
48 C -1.6703 -3.4712 -3.0054
49 C -2.1398 -4.7463 -3.3176
50 C -2.0632 -5.2253 -4.6307
51 C -1.5294 -4.4115 -5.6391
52 C -1.0300 -3.1428 -5.3225
53 Se -0.1604 -1.0561 -3.5852
54 H -0.4527 -1.1017 -2.0782
55 H -1.7638 -3.0766 -1.9969
56 H -2.5681 -5.3632 -2.5298
57 H -2.4247 -6.2221 -4.8705
58 H -1.4939 -4.7573 -6.6793
59 H -0.6078 -2.4955 -6.1047
60 C -3.8163 -0.0003 1.7064
61 C -3.2570 1.2349 1.0646
62 C -4.1410 2.4452 1.0950
63 O -2.1322 1.2856 0.5284
64 H -4.9074 0.0657 1.7711
65 H -3.4269 -0.1113 2.7267
66 H -3.5326 -0.8878 1.1364
67 H -3.6219 3.3100 0.6721
68 H -5.0492 2.2269 0.5140
69 H -4.4430 2.6450 2.1324

(3)
A molecular structure, C20H44AlF9INO15P3S, computed with ωB97M-V/def2-TZVPD.

- total charge = -1
- orbital gap (Eh) = 0.274

CARTESIAN COORDINATES (ANGSTROEM)
1 C -4.4788 1.2993 1.5399
2 C -4.1335 2.7085 1.0470
3 I -5.7431 4.0480 1.8096
4 C -4.0874 2.8396 -0.4571
5 Al -2.4641 1.9814 -1.3236
6 C -2.2751 0.0720 -0.6182
7 C -1.6605 -0.7705 -1.6344
8 O -0.4643 -0.9871 -1.6946
9 C -0.7867 3.0424 -1.1596
10 C -0.1253 2.7824 0.2189
11 C 1.3417 2.2960 0.1384
12 C 1.5318 0.8107 0.4973
13 C 1.7409 0.6090 1.9965
14 F 2.8359 1.3110 2.3795
15 F 0.6428 1.0750 2.6288
16 C 1.9025 -0.9112 2.2697
17 F 2.6627 -1.5004 1.3626
18 F 0.6952 -1.4544 2.1598
19 S 2.6141 -1.3780 3.9808
20 F 1.2753 -2.1167 4.4163
21 F 2.1107 -0.0270 4.6217
22 F 4.0155 -0.7573 3.5803
23 F 3.1222 -2.7853 3.4123
24 F 3.2381 -1.7676 5.3918
25 O -2.8350 1.8113 -3.1548
26 N -4.1357 1.6013 -3.3921
27 O -4.4746 0.4681 -3.2286
28 H -4.9376 0.7137 0.7446
29 H -5.1825 1.3238 2.3680
30 H -3.5848 0.7828 1.8939
31 H -3.2336 3.0676 1.5399
32 H -4.1271 3.9032 -0.6990
33 H -4.9821 2.3522 -0.8551
34 H -1.7475 0.0079 0.3361
35 H -3.2950 -0.2785 -0.4369
36 H -2.3494 -1.2296 -2.3646
37 H -1.0160 4.1017 -1.3040
38 H -0.0993 2.7853 -1.9713
39 H -0.7232 2.0719 0.7960
40 H -0.1456 3.7204 0.7799
41 H 1.9615 2.9561 0.7459
42 H 1.6598 2.3979 -0.8989
43 H 0.5933 0.3070 0.2606
44 H 2.3602 0.4071 -0.0757
45 C -0.8923 5.0257 -8.0605
46 O -0.5451 4.3790 -6.8288
47 P 0.5757 5.0814 -5.8859
48 O 1.7336 5.2160 -6.8134
49 O 0.6291 3.8750 -4.8570
50 C 0.9755 2.5729 -5.3311
51 O 0.8827 6.1524 -4.7247
52 C 1.3929 7.4337 -5.1105
53 H -1.8520 4.6256 -8.3804
54 H -0.9831 6.1041 -7.9403
55 H -0.1377 4.8037 -8.8133
56 H 1.6127 2.6317 -6.2138
57 H 0.0641 2.0237 -5.5635
58 H 1.5046 2.0521 -4.5369
59 H 0.8709 7.8395 -5.9748
60 H 2.4542 7.3479 -5.3323
61 H 1.2533 8.1036 -4.2644
62 C -1.4172 -4.2216 -3.7888
63 O -1.8439 -5.2895 -4.6662
64 P -3.1811 -5.0514 -5.5237
65 O -4.2628 -4.7522 -4.5632
66 O -3.2093 -6.5425 -6.1118
67 C -3.3710 -7.6211 -5.1965
68 O -3.5797 -4.4242 -6.9353
69 C -4.1559 -3.1038 -6.9332
70 H -0.3709 -4.3880 -3.5489
71 H -1.5189 -3.2488 -4.2652
72 H -2.0005 -4.2446 -2.8711
73 H -3.9203 -7.3083 -4.3084
74 H -2.3944 -8.0115 -4.9084
75 H -3.9300 -8.4021 -5.7084
76 H -3.6317 -2.4294 -6.2600
77 H -5.2019 -3.1678 -6.6436
78 H -4.0844 -2.7205 -7.9483
79 C 3.6419 -3.1944 7.7788
80 O 3.9149 -3.5628 9.1488
81 P 4.6953 -2.5015 10.0681
82 O 5.9643 -2.1844 9.3792
83 O 4.8396 -3.5048 11.3062
84 C 5.6073 -4.6920 11.1265
85 O 4.3316 -1.2806 11.0300
86 C 4.5209 0.0502 10.5196
87 H 2.8481 -3.8423 7.4161
88 H 3.3153 -2.1615 7.7037
89 H 4.5335 -3.3457 7.1747
90 H 6.3762 -4.5556 10.3660
91 H 4.9519 -5.5168 10.8459
92 H 6.0803 -4.9209 12.0791
93 H 4.1626 0.1503 9.4973
94 H 5.5768 0.3068 10.5640
95 H 3.9582 0.7242 11.1610

Summary of max |F| in eV Å⁻¹
3.96 5.23 5.61
(order as listed above)